C31H21F3O23S | ωB97M-V/def2-TZVPD

As for the HOMO energy: -9.63 eV. For the gap between HOMO and LUMO, the calculation gives 7.53 eV. The calculation puts the LUMO energy at -0.0771 hartree.

```
! wB97M-V def2-TZVPD RIJCOSX def2/J DEFGRID3
* xyz 0 1
S -2.2135 0.9559 -1.6039
F -5.7378 -0.5283 -1.0771
F -5.2453 1.5448 0.0234
F -4.9650 1.3510 -2.3368
O 3.1776 -6.5699 -0.4684
O 3.8328 -5.4365 -5.0123
O -1.3290 -8.6075 1.3163
O 0.9134 9.6235 2.0818
O -3.4454 0.0560 -0.8452
O 1.1455 -5.3653 -5.5664
O -0.7437 0.2286 -1.0245
O -1.4611 -0.1421 6.5279
O 1.5804 5.1780 0.6145
O 0.4711 -1.5975 2.4645
O 1.9711 1.9503 -6.1703
O -0.8314 8.8935 4.0711
O -0.2323 4.4577 2.5454
O 1.9376 4.5894 -6.9243
O -0.3431 -3.2051 2.5046
O 0.0389 3.4058 -2.1069
O -1.5764 2.4841 5.7384
O -2.8639 -4.1979 2.0644
O -0.0764 6.0319 -2.8964
O 1.1818 -7.6325 1.8442
O -2.1532 0.7286 -3.1350
O 0.4376 1.0416 1.7105
O 0.4940 -6.5859 -1.0444
C 0.9246 5.3717 -4.9356
C 0.7540 -5.9698 -3.3128
C -1.0340 0.1104 5.4062
C 0.0331 5.6523 2.4638
C 1.6036 -5.6809 -4.3005
C 0.4823 -5.3983 2.1790
C 0.9988 6.1270 1.4350
C 1.2492 -6.3019 -1.9681
C -0.5427 -4.5455 2.2293
C -0.5011 -0.9327 4.5164
C -0.2712 7.9475 3.2324
C -4.7798 0.6379 -1.0524
C -0.0289 -0.6221 3.3075
C 3.5703 -5.9962 -2.7296
C 1.4799 4.3322 -5.8164
C 0.4493 5.0604 -3.7282
C -0.0201 0.7844 2.8184
C 0.9989 2.6151 -4.1184
C -2.1579 -6.4207 1.6728
C 1.2942 7.4219 1.3067
C -0.5692 6.6529 3.3582
C -0.5754 1.8239 3.6992
C -1.0507 1.5126 4.9066
C 2.7204 -6.2816 -1.7413
C 0.6736 8.4257 2.1853
C -1.9406 -5.0012 1.9928
C 0.4660 3.6582 -3.2285
C -1.1323 -7.2727 1.6191
C 3.0765 -5.6876 -4.0807
C 1.4711 2.9257 -5.3273
C 0.2619 -6.8222 1.8828
H 1.9926 7.7811 0.5618
H -0.2686 0.8546 -0.4025
H 1.2047 4.3178 0.9034
H -1.2369 -2.7990 2.4860
H -0.3188 -5.9708 -3.4592
H 0.9208 6.3871 -5.3106
H -3.1766 -6.7350 1.4855
H -1.2560 6.2918 4.1133
H -0.5792 2.8393 3.3242
H -0.4603 9.7542 3.7782
H 4.6421 -5.9801 -2.5793
H 1.5032 -5.0811 2.3511
H 0.7516 -1.1217 1.6525
H 2.2516 2.4261 -6.9823
H -0.4357 -9.0149 1.3407
H -0.5115 -1.9506 4.8854
H -1.8514 2.0092 6.5528
H 1.9517 -5.1980 -6.1014
H 2.3715 -6.7430 0.0653
H 0.9885 1.5973 -3.7494
H -0.3514 5.5570 -2.0819
*
```

Here are the Mulliken charges for atoms 1 to 5, given in e: 0.74, -0.23, -0.21, -0.19, -0.61

=====

C31H21N5O8PRhSe2 | ωB97M-V/def2-TZVPD

As for the HOMO energy (spin up / spin down): -8.14 / -8.78 eV. For the gap between HOMO and LUMO (spin up / spin down), the calculation gives 7.17 / 5.74 eV. The calculation puts the LUMO energy (spin up / spin down) at -0.0356 / -0.1117 hartree.

```
! wB97M-V def2-TZVPD RIJCOSX def2/J DEFGRID3
* xyz 0 5
Rh 0.8315 0.5265 -0.4348
Se 0.1783 -3.4337 2.5265
Se -0.0260 -1.6680 -1.6600
P -1.2303 -2.9078 -0.2572
O 2.2926 0.3696 -1.9115
O 4.4491 0.6294 -2.4518
O 1.6605 5.5055 1.7031
O 0.4993 4.4496 0.2243
O -0.6641 0.8146 3.3351
O -2.3501 2.2132 1.4554
O 5.9858 3.6917 2.9442
O 6.8417 2.0947 1.7743
N 5.9715 2.9040 2.0206
N 1.5162 4.6421 0.8685
N -0.4277 0.9773 1.0278
N -0.4638 1.7200 -1.5082
N 1.8639 -0.3349 1.1214
C 3.0274 -0.9814 1.0794
C -3.2662 -2.1445 1.4264
C -3.0722 -0.7498 -0.5197
C -1.3230 2.8926 -3.3771
C -4.3599 -1.4032 1.8459
C 4.7264 2.0042 0.0955
C 4.7750 2.8956 1.1546
C -2.6122 -1.8238 0.2402
C -0.3944 2.0456 -2.7983
C -3.5154 -4.7446 -3.1420
C -4.8112 -0.3382 1.0844
C -2.9289 -3.7681 -2.3580
C -3.2178 -6.0850 -2.9229
C -1.7443 -5.4665 -1.1322
C 1.8563 -0.4839 3.4998
C -2.3401 3.4115 -2.5900
C -2.4078 3.0632 -1.2503
C -1.4833 1.8004 0.7264
C 3.4634 0.9061 -1.7976
C 2.6469 3.7272 0.6247
C -2.0355 -4.1243 -1.3490
C 3.0813 -1.1338 3.4603
C -2.3352 -6.4462 -1.9190
C 3.6687 -1.3957 2.2353
C 2.5410 2.8369 -0.4286
C -0.0751 0.6134 2.3011
C 3.5810 1.9541 -0.6892
C -4.1674 -0.0150 -0.1007
C -1.4514 2.2066 -0.7392
C 3.7515 3.7799 1.4518
C 1.2690 -0.1020 2.3058
H 4.6155 -1.9105 2.1631
H 3.4389 -1.1524 0.0924
H -2.1040 -7.4887 -1.7452
H 1.6569 2.8628 -1.0451
H 5.5566 1.3461 -0.1157
H -2.5732 -0.4855 -1.4464
H -3.0715 4.0840 -3.0170
H -4.2067 -4.4640 -3.9256
H -1.0528 -5.7466 -0.3467
H -1.2386 3.1419 -4.4250
H -5.6558 0.2482 1.4190
H -4.8494 -1.6516 2.7780
H -3.1675 -2.7252 -2.5256
H 3.8162 4.4691 2.2784
H 0.4309 1.6091 -3.3479
H 3.5669 -1.4420 4.3758
H -4.5131 0.8204 -0.6959
H -3.6785 -6.8470 -3.5376
H -3.1704 3.4354 -0.5818
H -2.9104 -2.9669 2.0329
H 1.3347 -0.2619 4.4204
*
```

Here are the natural (NBO) charges for atoms 1 to 5, given in e: 0.83, -0.07, 0.05, 0.70, -0.78

=====

Record-wise max |F| values, in eV/A: 9.1; 0.3
Record-wise E values, in hartree: -3621.99219; -7324.24499